{
  "formula": "C4H6N2S",
  "method": "ωB97M-V with the def2-TZVPD basis set",
  "species": ["C", "C", "C", "C", "H", "H", "H", "H", "H", "H", "N", "N", "S"],
  "coordinates": [[1.34830, -0.37941, -0.07892], [-0.23874, 0.06426, -0.02000], [-1.12793, -1.10602, -0.04456], [-2.37536, -1.17205, 0.34618], [1.77314, 1.65107, -0.15255], [2.99696, 0.55211, -0.19991], [2.68538, -1.67761, -0.20377], [-0.65775, -2.00534, -0.68805], [-2.81580, -0.30778, 0.70378], [-2.98087, -2.12995, 0.14557], [2.17464, 0.70562, 0.60939], [1.68006, -1.58040, -0.28134], [-0.85135, 1.60002, -0.19485]],
  "nbo_charge": [0.380, -0.142, -0.300, -0.302, 0.371, 0.348, 0.352, 0.246, 0.203, 0.214, -0.791, -0.638, 0.058],
  "charge": 0,
  "de_lowest_ev": 4.221,
  "homo_ev": -9.02,
  "gap_ev": 7.82,
  "multiplicity": 1
}